Record 1
{
  "formula": "C23H31Cl39FS",
  "method": "ωB97M-V/def2-TZVPD",
  "elements": ["C", "C", "S", "C", "C", "C", "C", "C", "C", "F", "C", "C", "H", "H", "H", "H", "H", "H", "H", "H", "H", "H", "H", "H", "H", "H", "H", "H", "H", "H", "C", "Cl", "Cl", "Cl", "H", "C", "Cl", "Cl", "Cl", "H", "C", "Cl", "Cl", "Cl", "H", "C", "Cl", "Cl", "Cl", "H", "C", "Cl", "Cl", "Cl", "H", "C", "Cl", "Cl", "Cl", "H", "C", "Cl", "Cl", "Cl", "H", "C", "Cl", "Cl", "Cl", "H", "C", "Cl", "Cl", "Cl", "H", "C", "Cl", "Cl", "Cl", "H", "C", "Cl", "Cl", "Cl", "H", "C", "Cl", "Cl", "Cl", "H", "C", "Cl", "Cl", "Cl", "H"],
  "xyz": [[2.54, -0.88, 4.78], [2.49, -0.10, 3.83], [2.52, 0.59, 2.15], [1.45, 2.09, 2.25], [-0.10, 1.67, 2.06], [-0.36, 0.82, 0.73], [-1.06, -0.60, 0.94], [-0.66, -1.37, 2.27], [4.27, 1.01, 1.73], [4.81, 2.03, 2.56], [5.13, -0.34, 1.91], [5.60, -0.91, 0.47], [2.53, -1.66, 5.60], [1.50, 2.62, 3.26], [1.76, 2.89, 1.49], [-0.64, 2.67, 1.92], [-0.51, 1.24, 3.01], [0.58, 0.65, 0.10], [-1.06, 1.42, 0.06], [-0.70, -1.26, 0.08], [-2.19, -0.53, 0.80], [-1.27, -0.91, 3.13], [-0.92, -2.47, 2.20], [0.44, -1.29, 2.49], [4.36, 1.28, 0.63], [6.03, -0.13, 2.59], [4.50, -1.18, 2.36], [4.66, -1.34, 0.00], [6.02, -0.04, -0.11], [6.36, -1.71, 0.68], [7.19, 4.60, 2.52], [8.65, 4.02, 1.71], [7.61, 5.56, 3.94], [6.19, 5.55, 1.41], [6.62, 3.74, 2.85], [-4.57, 1.99, -0.30], [-3.65, 0.97, -1.41], [-6.04, 1.16, 0.23], [-3.58, 2.45, 1.10], [-4.86, 2.89, -0.83], [-9.24, 0.28, -2.21], [-9.76, 1.08, -0.72], [-10.30, 0.73, -3.55], [-7.56, 0.70, -2.59], [-9.30, -0.79, -2.07], [-9.70, -2.50, -6.04], [-8.13, -3.13, -6.56], [-9.74, -2.32, -4.28], [-10.04, -0.95, -6.83], [-10.46, -3.21, -6.33], [-7.37, -6.90, -7.37], [-6.87, -7.39, -5.75], [-6.82, -8.07, -8.58], [-9.12, -6.70, -7.45], [-6.90, -5.94, -7.59], [9.64, 0.20, 1.82], [10.07, -0.62, 3.32], [9.79, -0.89, 0.44], [8.00, 0.86, 1.91], [10.33, 1.03, 1.67], [-7.61, -2.50, 1.19], [-8.59, -3.55, 2.23], [-7.03, -3.39, -0.22], [-8.52, -1.07, 0.70], [-6.74, -2.17, 1.77], [7.83, 1.77, -2.79], [7.92, 0.00, -2.77], [6.33, 2.31, -3.55], [7.97, 2.42, -1.15], [8.67, 2.14, -3.38], [-7.64, 4.41, -4.72], [-5.93, 4.53, -4.27], [-7.83, 3.44, -6.18], [-8.58, 3.72, -3.39], [-8.01, 5.41, -4.92], [13.69, -1.26, 2.61], [15.27, -1.86, 2.08], [13.66, -1.09, 4.37], [13.31, 0.27, 1.82], [12.94, -1.99, 2.33], [3.40, -1.48, 9.02], [2.44, -2.45, 7.89], [5.02, -1.20, 8.38], [2.59, 0.06, 9.36], [3.49, -2.03, 9.95], [5.08, 8.19, 5.01], [4.72, 9.23, 3.62], [4.62, 8.99, 6.52], [4.25, 6.64, 4.85], [6.15, 8.01, 5.03], [-12.09, -7.65, -9.96], [-12.41, -6.60, -11.34], [-12.54, -6.84, -8.45], [-12.95, -9.18, -10.12], [-11.02, -7.86, -9.93]],
  "e_homo_ev": -11.93,
  "lumo_ev": -3.32,
  "total_charge": 1,
  "orbital_gap_ev": 8.613
}

=====

Record 2
{
  "formula": "C23H31IN6O2RuSe",
  "method": "ωB97M-V/def2-TZVPD",
  "elements": ["Ru", "C", "C", "O", "C", "C", "C", "N", "N", "C", "O", "C", "C", "C", "C", "C", "C", "H", "H", "H", "H", "H", "H", "H", "H", "H", "H", "H", "H", "C", "N", "C", "Se", "N", "C", "C", "C", "C", "C", "C", "H", "H", "H", "H", "H", "H", "H", "H", "I", "C", "H", "H", "N", "C", "C", "N", "H", "H", "H", "H", "H", "H", "H", "H", "H"],
  "xyz": [[-0.20, -0.02, 0.59], [-4.30, -0.20, 1.81], [-2.98, -0.89, 1.84], [-2.54, -1.33, 0.62], [-2.30, -1.16, 2.96], [-0.99, -1.78, 2.94], [-0.69, -2.89, 3.90], [-0.16, -1.46, 2.01], [0.92, -2.33, 1.80], [1.24, -2.35, 0.54], [0.68, -1.63, -0.38], [2.50, -3.07, 0.17], [2.94, -3.01, -1.15], [4.20, -3.49, -1.50], [5.04, -4.02, -0.52], [4.59, -4.09, 0.80], [3.33, -3.63, 1.14], [-4.20, 0.78, 1.33], [-4.68, -0.03, 2.82], [-5.01, -0.79, 1.24], [-2.77, -0.97, 3.92], [-1.42, -2.90, 4.71], [0.31, -2.79, 4.31], [-0.74, -3.84, 3.38], [2.29, -2.57, -1.89], [4.52, -3.46, -2.53], [6.01, -4.40, -0.79], [5.23, -4.54, 1.56], [2.97, -3.68, 2.16], [-1.95, 1.24, -3.76], [-2.04, 2.31, -2.78], [-1.19, 2.54, -1.77], [0.31, 1.48, -1.38], [-1.59, 3.63, -1.12], [-2.77, 4.11, -1.68], [-3.60, 5.17, -1.34], [-4.71, 5.36, -2.14], [-4.98, 4.54, -3.24], [-4.16, 3.48, -3.57], [-3.05, 3.27, -2.76], [-1.43, 0.40, -3.32], [-1.41, 1.58, -4.65], [-2.96, 0.94, -4.04], [-1.23, 3.86, -0.20], [-3.38, 5.81, -0.50], [-5.39, 6.18, -1.92], [-5.86, 4.73, -3.84], [-4.37, 2.84, -4.42], [-1.04, 2.01, 2.23], [-1.98, -0.33, -0.27], [-1.94, -0.84, -1.23], [-2.63, 0.54, -0.31], [5.22, -0.58, 0.21], [4.41, 0.54, 0.83], [2.98, 0.01, 0.85], [1.91, 0.80, 1.40], [6.22, -0.37, 0.17], [4.89, -0.79, -0.73], [5.10, -1.46, 0.73], [4.53, 1.42, 0.21], [4.82, 0.72, 1.82], [3.00, -0.92, 1.42], [2.71, -0.26, -0.18], [1.88, 1.76, 1.06], [1.88, 0.80, 2.41]],
  "e_homo_ev": [-9.80, -9.75],
  "multiplicity": 2,
  "lumo_ev": [-2.94, -2.95],
  "relative_energy_kcal_mol": 26.5,
  "total_charge": 1,
  "orbital_gap_ev": [6.852, 6.798]
}

=====

Record 3
{
  "formula": "C23H31N2O6PS2W",
  "method": "ωB97M-V/def2-TZVPD",
  "elements": ["W", "C", "C", "C", "C", "C", "C", "C", "C", "S", "C", "N", "C", "C", "C", "C", "C", "C", "C", "C", "H", "H", "H", "H", "H", "H", "H", "H", "H", "H", "H", "H", "H", "H", "H", "H", "C", "C", "P", "C", "C", "C", "C", "H", "H", "H", "H", "H", "H", "H", "H", "H", "H", "H", "H", "H", "H", "H", "O", "S", "O", "O", "O", "O", "N", "O"],
  "xyz": [[-0.15, -0.02, 0.05], [-1.06, -6.47, -2.67], [-0.52, -5.11, -3.12], [-1.70, -4.15, -3.29], [0.18, -5.26, -4.48], [0.49, -4.59, -2.10], [1.61, -5.38, -1.77], [2.57, -4.96, -0.87], [2.41, -3.72, -0.28], [3.41, -2.93, 0.90], [2.34, -1.58, 0.90], [1.32, -1.69, 0.07], [1.32, -2.91, -0.60], [0.35, -3.35, -1.50], [2.46, -0.37, 1.67], [3.49, -0.11, 2.57], [3.49, 1.08, 3.26], [2.47, 2.00, 3.05], [1.45, 1.74, 2.14], [1.43, 0.55, 1.43], [-1.79, -6.83, -3.39], [-1.55, -6.39, -1.70], [-0.27, -7.22, -2.59], [-2.40, -4.57, -4.00], [-1.38, -3.18, -3.66], [-2.23, -4.00, -2.34], [-0.52, -5.62, -5.22], [1.01, -5.96, -4.43], [0.58, -4.30, -4.81], [1.73, -6.35, -2.24], [3.42, -5.59, -0.63], [-0.48, -2.71, -1.72], [4.27, -0.84, 2.74], [4.28, 1.30, 3.97], [2.47, 2.94, 3.60], [0.66, 2.46, 2.02], [-4.14, 1.82, -2.77], [-2.87, 1.08, -2.35], [-2.13, 1.66, -0.78], [-1.77, 3.45, -0.99], [-0.32, 3.86, -0.72], [-3.53, 1.66, 0.39], [-4.23, 0.32, 0.56], [-4.46, 1.49, -3.76], [-3.98, 2.90, -2.83], [-4.97, 1.64, -2.08], [-2.10, 1.17, -3.11], [-3.06, 0.01, -2.22], [-2.46, 4.00, -0.34], [-2.04, 3.72, -2.02], [-0.02, 3.57, 0.29], [-0.21, 4.94, -0.81], [0.36, 3.38, -1.42], [-4.23, 2.42, 0.03], [-3.14, 2.02, 1.35], [-3.51, -0.50, 0.60], [-4.92, 0.12, -0.26], [-4.80, 0.30, 1.48], [1.74, -0.18, -3.21], [0.67, 0.50, -2.56], [0.04, 1.58, -3.25], [1.14, 1.01, -1.14], [-0.36, -0.49, -1.99], [-1.29, 0.43, 1.59], [-0.89, -0.89, 1.69], [-1.39, -1.45, 0.50]],
  "e_homo_ev": -8.68,
  "lumo_ev": -1.02,
  "relative_energy_kcal_mol": 7.3,
  "total_charge": 0,
  "orbital_gap_ev": 7.656
}

=====

Record 4
{
  "formula": "C23H31N3O4S",
  "method": "ωB97M-V/def2-TZVPD",
  "elements": ["O", "O", "O", "N", "O", "S", "C", "C", "C", "C", "C", "C", "C", "C", "C", "C", "C", "C", "N", "N", "C", "C", "C", "C", "C", "C", "C", "C", "C", "C", "C", "H", "H", "H", "H", "H", "H", "H", "H", "H", "H", "H", "H", "H", "H", "H", "H", "H", "H", "H", "H", "H", "H", "H", "H", "H", "H", "H", "H", "H", "H", "H"],
  "xyz": [[0.75, 1.93, 2.10], [-0.79, -0.46, -0.69], [3.78, 0.27, 1.00], [-3.30, 1.53, 3.09], [-2.12, -2.30, -0.96], [-4.90, -0.52, 2.90], [1.51, 2.77, 1.64], [-1.90, -0.97, -0.80], [2.68, 0.20, 0.45], [-4.09, 0.76, 3.79], [-3.28, 1.11, 1.77], [-4.09, 0.05, 1.47], [3.82, -1.80, -4.08], [2.55, -1.19, -4.16], [4.78, -1.30, -3.20], [2.26, -0.07, -3.35], [4.49, -0.19, -2.39], [3.23, 0.43, -2.47], [1.94, -0.91, 0.46], [2.14, 2.63, 0.48], [1.76, 4.06, 2.39], [-4.30, 0.98, 5.26], [2.30, -2.15, 1.15], [-1.40, -4.58, -1.15], [-0.96, -3.14, -0.91], [-2.45, 1.82, 0.73], [-4.25, -0.52, 0.08], [-2.86, 1.45, -0.70], [-3.14, -0.06, -0.89], [2.93, 1.66, -1.62], [2.12, 1.40, -0.33], [4.04, -2.65, -4.71], [1.80, -1.58, -4.84], [5.76, -1.77, -3.13], [1.28, 0.39, -3.41], [5.23, 0.19, -1.70], [1.02, -0.85, 0.03], [2.78, 3.35, 0.20], [1.54, 4.91, 1.74], [2.81, 4.08, 2.69], [1.13, 4.08, 3.27], [-3.34, 0.95, 5.78], [-4.96, 0.22, 5.68], [-4.74, 1.97, 5.43], [3.38, -2.24, 1.22], [1.88, -2.14, 2.16], [1.91, -3.01, 0.61], [-0.53, -5.24, -1.14], [-1.90, -4.66, -2.12], [-2.09, -4.89, -0.37], [-0.48, -3.06, 0.06], [-0.24, -2.84, -1.68], [-1.41, 1.55, 0.90], [-2.54, 2.90, 0.87], [-5.22, -0.20, -0.30], [-4.28, -1.62, 0.14], [-2.08, 1.78, -1.40], [-3.78, 2.01, -0.96], [-3.52, -0.20, -1.91], [3.88, 2.12, -1.34], [2.38, 2.38, -2.23], [1.09, 1.18, -0.60]],
  "e_homo_ev": -8.39,
  "lumo_ev": 0.52,
  "smiles": "CNC(=O)[C@H](Cc1ccccc1)NC(C)=O.CCOC(=O)[C@@H]1CCc2nc(C)sc2C1",
  "relative_energy_kcal_mol": 0.0,
  "total_charge": 0,
  "orbital_gap_ev": 8.916
}

=====

Record 5
{
  "formula": "C23H31N3O5",
  "method": "ωB97M-V/def2-TZVPD",
  "elements": ["C", "H", "O", "C", "C", "C", "C", "C", "C", "O", "C", "H", "H", "H", "H", "C", "N", "C", "C", "O", "C", "H", "H", "H", "C", "N", "C", "C", "H", "H", "C", "C", "O", "N", "C", "H", "C", "O", "C", "H", "C", "H", "H", "H", "H", "H", "H", "C", "C", "H", "H", "H", "H", "H", "H", "H", "H", "H", "H", "H", "H", "H"],
  "xyz": [[8.43, 2.51, -0.84], [7.75, 3.35, -0.97], [7.92, 1.33, -1.42], [6.75, 0.77, -1.01], [6.41, -0.38, -1.71], [5.26, -1.09, -1.43], [4.41, -0.64, -0.43], [4.74, 0.52, 0.28], [5.89, 1.23, 0.01], [6.23, 2.38, 0.69], [5.36, 2.84, 1.70], [5.26, 2.11, 2.50], [4.38, 3.09, 1.30], [5.83, 3.74, 2.08], [4.05, 0.83, 1.04], [3.19, -1.33, -0.09], [2.35, -1.01, 0.85], [1.35, -1.95, 0.79], [1.64, -2.83, -0.21], [2.82, -2.44, -0.78], [0.97, -4.05, -0.73], [0.65, -3.89, -1.76], [1.65, -4.89, -0.72], [0.10, -4.27, -0.12], [0.20, -1.91, 1.73], [-0.81, -0.95, 1.32], [-1.81, -0.73, 2.35], [-2.74, 0.41, 1.95], [-2.16, 1.32, 1.84], [-3.47, 0.57, 2.74], [-3.43, 0.09, 0.63], [-4.29, 1.28, 0.19], [-4.11, 2.40, 0.63], [-5.23, 1.05, -0.76], [-5.66, -0.21, -1.33], [-5.05, -1.04, -0.97], [-7.13, -0.45, -0.95], [-7.95, 0.61, -1.39], [-7.53, 1.84, -0.84], [-8.20, 2.60, -1.24], [-6.07, 2.14, -1.20], [-5.73, 3.05, -0.70], [-5.98, 2.25, -2.29], [-7.63, 1.81, 0.26], [-7.51, -1.35, -1.44], [-7.21, -0.56, 0.14], [-5.58, -0.15, -2.42], [-2.35, -0.19, -0.41], [-1.44, -1.32, 0.07], [-2.03, -2.25, 0.17], [-0.66, -1.49, -0.68], [-1.75, 0.71, -0.54], [-2.79, -0.45, -1.38], [-4.06, -0.80, 0.77], [-2.40, -1.65, 2.53], [-1.29, -0.48, 3.27], [-0.22, -2.93, 1.83], [0.57, -1.59, 2.71], [5.02, -1.98, -1.99], [7.09, -0.71, -2.48], [8.64, 2.38, 0.23], [9.36, 2.71, -1.37]],
  "e_homo_ev": -7.60,
  "lumo_ev": 0.69,
  "smiles": "COc1ccc(-c2nc(CN3CCC(C(=O)N4CCOCC4)CC3)c(C)o2)cc1OC",
  "relative_energy_kcal_mol": 77.8,
  "total_charge": 0,
  "orbital_gap_ev": 8.284
}

=====

Record 6
{
  "formula": "C23H31N7O2",
  "method": "ωB97M-V/def2-TZVPD",
  "elements": ["C", "H", "O", "C", "C", "C", "C", "C", "C", "H", "H", "N", "C", "O", "C", "C", "H", "C", "C", "N", "N", "N", "N", "C", "C", "C", "C", "C", "C", "H", "H", "H", "H", "H", "H", "H", "H", "H", "H", "H", "N", "C", "C", "N", "C", "H", "H", "H", "C", "C", "H", "H", "H", "H", "H", "H", "H", "H", "H", "H", "H", "H", "H"],
  "xyz": [[-5.91, -1.72, 2.32], [-5.84, -0.63, 2.40], [-5.86, -2.14, 0.98], [-4.74, -1.86, 0.25], [-3.64, -1.18, 0.72], [-2.54, -0.95, -0.12], [-2.57, -1.40, -1.45], [-3.70, -2.09, -1.91], [-4.76, -2.31, -1.08], [-5.64, -2.84, -1.42], [-3.72, -2.44, -2.93], [-1.49, -1.18, -2.25], [-0.34, -0.51, -1.89], [0.58, -0.40, -2.67], [-0.34, 0.00, -0.52], [-1.38, -0.24, 0.32], [-1.33, 0.08, 1.35], [0.87, 0.82, -0.12], [1.44, 0.26, 1.13], [0.99, 0.40, 2.36], [1.77, -0.33, 3.14], [2.66, -0.93, 2.46], [2.49, -0.59, 1.18], [3.35, -1.11, 0.14], [3.51, -2.62, 0.32], [4.43, -3.17, -0.77], [5.79, -2.49, -0.71], [5.63, -0.98, -0.88], [4.71, -0.42, 0.20], [5.14, -0.59, 1.19], [4.58, 0.66, 0.07], [6.60, -0.49, -0.82], [5.20, -0.76, -1.86], [6.43, -2.88, -1.50], [6.26, -2.70, 0.25], [4.55, -4.25, -0.63], [3.97, -3.01, -1.74], [3.93, -2.82, 1.31], [2.53, -3.10, 0.26], [2.87, -0.91, -0.82], [0.63, 2.25, -0.04], [0.35, 2.85, -1.33], [0.44, 4.38, -1.19], [-0.45, 4.92, -0.18], [-1.83, 5.00, -0.59], [-2.31, 4.03, -0.80], [-2.40, 5.49, 0.20], [-1.90, 5.61, -1.49], [-0.24, 4.22, 1.07], [-0.34, 2.70, 0.94], [-0.11, 2.23, 1.90], [-1.37, 2.42, 0.65], [-0.96, 4.58, 1.80], [0.77, 4.47, 1.41], [0.22, 4.85, -2.15], [1.46, 4.63, -0.90], [1.08, 2.51, -2.06], [-0.66, 2.57, -1.70], [1.61, 0.70, -0.92], [-1.51, -1.54, -3.20], [-3.58, -0.82, 1.74], [-5.11, -2.18, 2.92], [-6.87, -2.06, 2.70]],
  "e_homo_ev": -7.98,
  "lumo_ev": -0.01,
  "smiles": "COc1ccc2[nH]c(=O)c([C@H](c3nnnn3C3CCCCC3)N3CCN(C)CC3)cc2c1",
  "relative_energy_kcal_mol": 13.1,
  "total_charge": 0,
  "orbital_gap_ev": 7.963
}

=====

| no. | F_max (eV/Å) |
| --- | --- |
| 1 | 2.644 |
| 2 | 1.856 |
| 3 | 0.953 |
| 4 | 1.770 |
| 5 | 1.192 |
| 6 | 1.627 |